Below is a cluster of 2 separate species, C5H14 in total at a distorted geometry, with properties calculated with wB97M-V/def2-TZVPD.

HOMO-LUMO gap in eV: 11.6
HOMO energy in eV: -10.45
SMILES: CCC.CC
Electronic energy in eV: -5410.5152
2S+1: 1
Energy relative to the best compared isomer or geometry (same formula, charge and spin) in eV: 1.534

Each line ends with the Löwdin charge.
Element x y z (Å)
C 1.32 0.39 -2.11  -0.14
C 1.16 -0.42 -0.80  -0.28
C 0.90 -1.86 -1.34  -0.13
H 0.58 1.20 -2.09  0.06
H 1.17 -0.05 -3.15  0.08
H 2.34 0.81 -2.04  0.06
H 2.01 -0.33 -0.10  0.10
H 0.23 -0.10 -0.28  0.04
H 1.80 -2.51 -1.07  0.09
H -0.10 -2.19 -1.01  0.06
H 0.74 -1.91 -2.41  0.04
C -1.75 0.68 1.40  -0.20
C -1.22 0.99 2.80  -0.18
H -0.95 0.32 0.65  0.04
H -2.62 0.03 1.36  0.04
H -2.32 1.59 0.92  0.10
H -2.10 1.25 3.36  0.04
H -0.57 1.94 2.66  0.09
H -0.61 0.17 3.26  0.07